1.
{
  "formula": "C25H31CaN3O4",
  "method": "the ωB97M-V functional and the def2-TZVPD basis",
  "charge": 2,
  "homo_lumo_gap_ev": 8.3,
  "de_lowest_ev": 2.829,
  "e_homo_ev": -14.1,
  "species": ["Ca", "O", "O", "O", "O", "N", "N", "N", "C", "C", "C", "C", "C", "C", "C", "C", "C", "C", "C", "C", "C", "C", "C", "C", "C", "C", "C", "C", "C", "C", "C", "C", "C", "H", "H", "H", "H", "H", "H", "H", "H", "H", "H", "H", "H", "H", "H", "H", "H", "H", "H", "H", "H", "H", "H", "H", "H", "H", "H", "H", "H", "H", "H", "H"],
  "coordinates": [[-0.28511, 0.64257, -0.10746], [-2.11788, -0.04348, -1.42956], [-0.85176, 2.38500, -1.52541], [1.53100, 2.10800, -0.33777], [0.73176, -0.39904, -1.81809], [0.15758, -1.62662, 0.40610], [-0.53828, 0.16510, 2.33096], [1.51041, 0.47527, -2.60668], [-1.07562, 2.48764, 2.71157], [1.55795, -0.76295, -4.69586], [0.67722, -3.79434, -0.39921], [0.47386, -2.43810, -0.60802], [-2.24427, 2.33266, -1.82437], [0.05108, -2.08898, 1.66238], [-0.35061, -1.10890, 2.71295], [-2.11791, -1.41462, -1.87941], [-1.10999, 0.76386, 4.56051], [1.54953, -2.47521, -2.88404], [-2.50716, 0.94668, -2.38988], [1.29080, 3.28864, -1.11659], [1.94438, -2.02362, -4.07060], [-0.90455, 1.08717, 3.22681], [0.50597, -1.82424, -2.01448], [-0.55777, -1.50041, 4.02841], [0.59626, -4.28292, 0.89544], [2.72503, 1.36126, -0.62131], [-0.20205, 3.59493, -1.15207], [-0.93861, -0.54836, 4.96059], [1.39976, 0.38044, -4.03081], [2.81360, 0.76432, -2.04020], [0.29410, -3.42793, 1.94063], [-0.89924, -1.91396, -2.67259], [1.14377, 1.69900, -4.69380], [-1.11238, -2.96437, -2.88781], [0.88836, -4.47112, -1.21289], [-1.10175, -0.83256, 5.99126], [-0.36000, 4.37421, -1.90272], [1.46840, -0.75204, -5.77549], [-0.42917, -2.52512, 4.33818], [-1.40489, 1.52832, 5.26513], [-3.57278, 0.84806, -2.61283], [-0.82887, -1.40981, -3.63777], [3.60827, 1.97627, -0.43662], [-1.82758, 2.51213, 1.91633], [-0.12536, 2.86274, 2.32214], [3.26410, 1.48340, -2.72572], [1.96506, -3.40841, -2.53470], [2.63823, -2.63267, -4.63976], [-2.24591, -2.00597, -0.97274], [1.81485, 4.13667, -0.66846], [0.76856, -5.33301, 1.08892], [-1.40788, 3.16541, 3.49352], [0.23983, -3.81874, 2.94417], [-0.57512, 3.95982, -0.18886], [1.94795, 2.40557, -4.47181], [0.21301, 2.13693, -4.32698], [1.08926, 1.58878, -5.77419], [1.65433, 3.14051, -2.13325], [-2.84318, 2.52347, -0.92637], [3.48556, -0.10101, -2.00178], [2.72008, 0.56343, 0.12394], [-2.51128, 3.07307, -2.58284], [-3.00207, -1.57466, -2.50080], [-1.93552, 0.81891, -3.31382]]
}

***

2.
{
  "formula": "C9H7N3",
  "method": "the ωB97M-V functional and the def2-TZVPD basis",
  "charge": 0,
  "homo_lumo_gap_ev": 10.2,
  "de_lowest_ev": 4.633,
  "e_homo_ev": -9.7,
  "species": ["N", "N", "N", "C", "C", "C", "C", "C", "C", "C", "C", "C", "H", "H", "H", "H", "H", "H", "H"],
  "coordinates": [[-2.80417, -0.68026, -1.55776], [0.51423, 1.27412, 0.97143], [-1.42542, 0.72290, -2.95145], [-0.46977, 0.70084, -1.84748], [0.34522, 0.07628, 0.37325], [-0.70144, 0.08426, -0.65752], [-2.48813, -0.05680, -2.73203], [1.94622, -0.91934, 1.75319], [1.35384, 1.32666, 1.93016], [-1.92145, -0.60171, -0.65633], [1.00059, -1.04241, 0.75239], [2.19204, 0.35357, 2.35889], [-2.37026, -1.00807, 0.36335], [0.03588, 1.29124, -2.21670], [2.67102, -1.97559, 2.21203], [0.81546, -2.08551, 0.21130], [-3.05595, -0.13641, -3.77605], [1.47323, 2.24597, 2.26039], [2.88884, 0.43028, 3.20894]]
}

***

3.
{
  "formula": "C3H6O2",
  "method": "the ωB97M-V functional and the def2-TZVPD basis",
  "charge": 0,
  "homo_lumo_gap_ev": 11.0,
  "de_lowest_ev": 1.458,
  "e_homo_ev": -10.2,
  "species": ["O", "O", "C", "C", "C", "H", "H", "H", "H", "H", "H"],
  "coordinates": [[-2.12640, -4.17692, -0.03525], [-1.62201, -2.86301, -1.78310], [-2.05808, -2.99835, -0.68279], [0.99023, 2.91652, 0.38233], [2.28065, 2.72285, 0.57853], [-2.44255, -2.20726, -0.01375], [0.24666, 2.21000, 0.05074], [-1.50169, -4.81607, -0.41942], [2.79871, 1.81663, 0.31007], [0.54902, 3.87538, 0.63264], [2.88545, 3.52025, 0.97999]]
}